A molecular structure, C20H48CuF6NO22S8 in a non-equilibrium geometry. Source: the Open Molecules 2025 dataset; level of theory: wB97M-V/def2-TZVPD.

orbital gap (spin up / spin down): 11.030 / 8.013 eV
molecular weight: 1088.66 g mol⁻¹
F_max: 2.95 eV Å⁻¹
relative energy (zero: lowest compared OMol25 entry of this formula, charge and spin): 0.0 kcal/mol

```
! wB97M-V def2-TZVPD RIJCOSX def2/J DEFGRID3
* xyz 1 2
Cu 0.1333 0.2043 0.9100
C 3.3674 1.0770 3.0152
F 4.2087 1.3411 3.9832
F 3.6679 1.7574 1.9109
F 3.5110 -0.2038 2.6909
S 1.5967 1.5561 3.5269
O 1.5606 1.7072 4.9490
O 1.2091 2.6955 2.7276
N 0.7417 0.2257 2.8397
S 0.6257 -0.9421 3.9738
O 0.0186 -2.1430 3.4495
O 1.8558 -1.1543 4.7109
C -0.6550 -0.3249 5.2389
F -1.0928 0.8838 4.8691
F -1.6819 -1.1513 5.2279
F -0.1851 -0.2687 6.4557
O 1.7229 -3.9175 1.8190
S 0.7480 -3.4513 0.8691
O 0.4049 -2.0560 0.7139
O 1.1937 -3.9257 -0.6123
C 1.7994 -5.2329 -0.7383
C 3.2871 -5.1343 -0.8754
C -0.7852 -4.4039 1.1288
H 1.4054 -5.5863 -1.6945
H 1.4803 -5.8562 0.0978
H 3.7180 -4.6457 0.0017
H 3.4572 -4.5428 -1.7774
H 3.7791 -6.1035 -0.9294
H -1.3288 -4.1096 0.2325
H -1.2581 -4.2435 2.0888
H -0.4882 -5.4474 1.0335
O -1.8129 -0.8687 1.2426
S -3.2511 -1.0432 1.1646
O -4.0688 -0.1215 0.4463
O -3.4506 -2.5286 0.6058
C -4.7755 -3.0157 0.2634
C -5.0076 -2.8086 -1.2284
C -3.7476 -1.3041 2.8456
H -5.5904 -2.5711 0.8355
H -4.7232 -4.0731 0.5166
H -6.0085 -3.2051 -1.4214
H -4.2693 -3.3316 -1.8304
H -5.0423 -1.7489 -1.4745
H -4.8068 -1.5481 2.9093
H -3.5063 -0.3856 3.3755
H -3.1938 -2.1555 3.2333
O -1.3067 1.9685 1.3635
S -2.3208 2.9357 1.6648
O -2.9966 3.6087 0.5831
O -3.4371 2.1743 2.5554
C -4.4272 2.9801 3.2452
C -5.7076 2.1775 3.2852
C -1.6417 4.1053 2.8556
H -4.4932 3.9563 2.7656
H -4.0668 3.1289 4.2656
H -5.5671 1.3045 3.9209
H -6.0132 1.7867 2.3127
H -6.5522 2.7812 3.6161
H -0.7885 4.5650 2.3617
H -1.3373 3.4471 3.6695
H -2.3521 4.8458 3.2092
O -0.7747 0.2826 -1.0289
S -0.7645 0.3274 -2.4702
O -1.7735 1.0511 -3.1808
O 0.7112 0.7841 -2.9453
C 0.8067 1.2903 -4.2765
C 2.2214 1.8583 -4.4444
C -0.7743 -1.4104 -3.0062
H 0.0332 2.0186 -4.5070
H 0.7573 0.4901 -5.0231
H 2.3958 2.5423 -3.6132
H 2.3780 2.4009 -5.3751
H 2.9439 1.0444 -4.4302
H -1.6546 -1.8538 -2.5491
H 0.1948 -1.8497 -2.7871
H -0.9221 -1.3796 -4.0862
O 3.9076 0.6062 -1.8533
S 3.2118 -0.4728 -1.1892
O 2.1019 -0.2071 -0.3063
O 2.6724 -1.5697 -2.2501
C 3.5914 -1.9899 -3.2917
C 2.7263 -2.6694 -4.3381
C 4.3807 -1.5090 -0.2505
H 4.3283 -2.6916 -2.9003
H 4.0691 -1.0792 -3.6530
H 2.0603 -1.9662 -4.8388
H 2.0754 -3.4617 -3.9613
H 3.3539 -3.1777 -5.0722
H 3.7409 -2.2767 0.1841
H 4.9092 -0.9020 0.4763
H 5.0484 -2.0366 -0.9273
O 0.3226 4.5396 0.4931
S 1.0126 3.5562 -0.2958
O 1.0370 2.1691 0.0622
O 0.4129 3.6492 -1.8031
C 0.4375 4.9548 -2.4048
C 1.0904 5.0277 -3.7676
C 2.7414 4.0308 -0.6043
H 0.8772 5.7076 -1.7503
H -0.6089 5.2326 -2.5390
H 0.6347 4.2721 -4.4130
H 2.1569 4.7913 -3.7355
H 0.9578 6.0060 -4.2213
H 2.8601 5.0554 -0.9413
H 2.9741 3.3456 -1.4221
H 3.3831 3.8096 0.2433
*
```